C17H18Cl3FN3O10OsSSi | ωB97M-V/def2-TZVPD

The geometry in ORCA input format:
```
! RIJCOSX wB97M-V def2-TZVPD def2/J DEFGRID3
* xyz -1 5
Os 0.101 -0.402 -0.011
Cl 2.841 0.968 3.758
C 3.319 1.477 2.134
Cl 3.375 3.250 2.063
Cl 4.930 0.829 1.745
C 2.268 0.902 1.148
O 2.374 -0.304 0.856
O 1.363 1.649 0.745
C 0.517 1.381 -4.312
Si 0.723 1.635 -2.480
C 2.464 1.145 -2.030
C 0.406 3.386 -1.961
N -0.426 0.525 -1.653
C -1.793 0.447 -2.005
C -2.525 -0.696 -1.682
C -3.879 -0.783 -1.956
C -4.533 0.263 -2.591
C -3.811 1.395 -2.942
C -2.459 1.489 -2.653
H 1.404 1.761 -4.827
H -0.358 1.867 -4.741
H 0.445 0.306 -4.499
H 3.032 0.949 -2.943
H 2.534 0.258 -1.399
H 2.951 1.954 -1.480
H 1.217 4.028 -2.318
H 0.398 3.424 -0.870
H -0.537 3.788 -2.333
H -2.025 -1.544 -1.225
H -4.418 -1.676 -1.671
H -5.592 0.199 -2.804
H -4.304 2.223 -3.435
H -1.929 2.396 -2.904
O -0.866 0.269 3.507
S -1.308 -0.364 2.310
O -0.210 -1.345 1.755
O -1.208 0.622 1.078
O -2.587 -1.003 2.306
F -0.765 -6.793 -0.938
C 0.409 -6.160 -0.823
C 0.734 -5.145 -1.619
N 1.944 -4.489 -1.529
C 2.185 -3.338 -2.391
C 1.145 -2.245 -2.168
O 0.524 -1.790 -3.101
O 1.038 -1.940 -0.901
C 2.891 -4.843 -0.588
O 3.976 -4.320 -0.490
N 2.503 -5.892 0.231
C 1.320 -6.623 0.215
O 1.118 -7.535 0.984
H 0.050 -4.784 -2.377
H 2.152 -3.635 -3.438
H 3.175 -2.963 -2.138
H 3.175 -6.149 0.940
*
```

For the HOMO energy (alpha / beta), the calculation gives -0.21261 / -0.23225 Eh. For the LUMO energy (alpha / beta), the calculation gives 2.4 / 1.3 eV.


C44H42IrN9O3PS2 | ωB97M-V/def2-TZVPD

The geometry in ORCA input format:
```
! RIJCOSX wB97M-V def2-TZVPD def2/J DEFGRID3
* xyz 2 2
Ir -0.198 0.079 -0.038
S -5.276 -0.036 5.449
N -3.669 0.008 5.517
C -3.230 0.002 4.269
C -1.838 0.045 3.864
C -0.756 0.097 4.748
C 0.516 0.141 4.230
C 0.702 0.138 2.849
N -0.320 0.103 2.003
C -1.579 0.045 2.498
C -2.647 -0.025 1.519
N -2.264 -0.065 0.227
C -3.190 -0.161 -0.718
C -4.548 -0.211 -0.427
C -4.957 -0.163 0.889
C -3.989 -0.072 1.891
C -4.274 -0.042 3.311
N -5.482 -0.067 3.854
H -0.937 0.100 5.815
H 1.385 0.186 4.871
H 1.691 0.169 2.417
H -2.842 -0.202 -1.741
H -5.262 -0.284 -1.235
H -6.004 -0.194 1.160
C 5.340 -0.740 -1.795
C 4.968 -1.071 -0.357
N 4.674 0.117 0.449
C 5.815 0.776 1.111
C 6.222 2.090 0.462
C 3.461 0.665 0.590
S 2.184 -0.205 -0.327
N 3.331 1.661 1.443
C 2.164 2.357 1.432
O 1.413 2.326 0.460
C 1.793 3.069 2.686
C 0.526 3.641 2.777
C 0.126 4.259 3.950
C 0.995 4.314 5.034
C 2.261 3.751 4.944
C 2.661 3.125 3.772
H 5.566 -1.658 -2.340
H 6.219 -0.099 -1.839
H 4.517 -0.234 -2.299
H 5.792 -1.583 0.139
H 4.112 -1.742 -0.328
H 6.641 0.067 1.066
H 5.558 0.930 2.158
H 6.504 1.944 -0.580
H 7.083 2.503 0.987
H 5.413 2.815 0.511
H -0.134 3.584 1.919
H -0.858 4.704 4.024
H 0.686 4.802 5.949
H 2.938 3.805 5.786
H 3.643 2.681 3.685
C -0.382 4.724 -0.983
O -0.061 3.675 -1.938
C -0.313 2.456 -1.578
O -0.867 2.113 -0.529
N 0.032 1.545 -2.527
N -0.011 0.186 -2.149
H -0.322 5.645 -1.551
H 0.358 4.700 -0.188
H -1.383 4.572 -0.590
H 0.603 1.817 -3.314
H 0.906 -0.237 -2.321
H -0.715 -0.307 -2.695
N 0.146 -1.816 -0.089
P 0.163 -3.402 -0.026
C 0.226 -4.105 1.623
C -0.330 -5.349 1.912
C -0.237 -5.861 3.198
C 0.407 -5.134 4.190
C 0.963 -3.894 3.904
C 0.873 -3.378 2.621
C -1.334 -4.014 -0.810
C -1.281 -4.972 -1.819
C -2.460 -5.463 -2.362
C -3.684 -5.003 -1.900
C -3.738 -4.052 -0.886
C -2.567 -3.558 -0.339
C 1.605 -3.991 -0.917
C 1.811 -3.546 -2.225
C 2.935 -3.943 -2.924
C 3.867 -4.780 -2.317
C 3.668 -5.223 -1.019
C 2.537 -4.830 -0.314
H -0.837 -5.917 1.141
H -0.667 -6.827 3.425
H 0.478 -5.538 5.191
H 1.472 -3.336 4.679
H 1.319 -2.419 2.381
H -0.328 -5.339 -2.178
H -2.421 -6.212 -3.142
H -4.600 -5.393 -2.322
H -4.696 -3.712 -0.514
H -2.607 -2.839 0.471
H 1.082 -2.897 -2.697
H 3.089 -3.607 -3.941
H 4.747 -5.090 -2.864
H 4.391 -5.877 -0.551
H 2.387 -5.178 0.699
*
```

For the HOMO energy (alpha / beta), the calculation gives -0.47827 / -0.47646 Eh. For the LUMO energy (alpha / beta), the calculation gives -5.7 / -6.4 eV.


C24H43Cl3GeIN2PSSi2TeV | ωB97M-V/def2-TZVPD

The geometry in ORCA input format:
```
! RIJCOSX wB97M-V def2-TZVPD def2/J DEFGRID3
* xyz 1 3
V -0.234 0.097 -0.527
I 0.001 0.659 2.260
C 2.055 0.341 2.160
C 2.798 0.167 3.289
C 4.188 -0.024 3.158
C 4.769 -0.032 1.922
C 3.994 0.143 0.750
C 4.585 0.128 -0.538
C 3.818 0.314 -1.648
C 2.423 0.513 -1.524
C 1.779 0.492 -0.305
C 2.595 0.326 0.856
H 2.341 0.168 4.269
H 4.788 -0.164 4.046
H 5.837 -0.177 1.821
H 5.654 -0.022 -0.619
H 4.270 0.320 -2.632
H 1.860 0.672 -2.440
C -1.554 6.662 0.680
Si -2.424 5.058 0.248
C -2.383 3.887 1.721
C -4.205 5.412 -0.226
C -1.573 4.327 -1.301
Te -0.058 2.815 -1.242
C 1.118 3.683 0.298
Si 2.487 4.863 -0.263
C 3.891 3.808 -0.921
C 3.009 5.818 1.266
C 1.865 6.035 -1.588
H -2.092 7.200 1.463
H -1.489 7.323 -0.185
H -0.538 6.489 1.043
H -3.225 4.083 2.388
H -1.471 3.981 2.309
H -2.444 2.851 1.397
H -4.721 5.928 0.586
H -4.765 4.500 -0.443
H -4.260 6.050 -1.109
H -1.054 5.146 -1.806
H -2.309 3.967 -2.022
H 1.577 2.838 0.813
H 0.423 4.137 1.001
H 4.268 3.120 -0.161
H 4.722 4.433 -1.254
H 3.567 3.210 -1.772
H 3.340 5.152 2.065
H 2.189 6.425 1.655
H 3.836 6.495 1.041
H 1.387 5.519 -2.422
H 2.716 6.580 -2.005
H 1.168 6.774 -1.192
S -0.860 -0.274 -2.821
C -0.235 -1.797 -3.341
N 1.012 -2.207 -3.180
C 1.191 -3.583 -3.653
C -0.181 -3.905 -4.286
N -0.944 -2.685 -4.015
H 1.643 -1.778 -2.518
H 1.421 -4.232 -2.808
H 1.999 -3.626 -4.382
H -0.660 -4.756 -3.802
H -0.111 -4.085 -5.358
H -1.896 -2.519 -4.279
C -3.360 0.113 1.712
P -2.762 0.056 -0.009
C -3.728 1.344 -0.852
C -3.549 -1.478 -0.586
H -4.446 0.005 1.728
H -3.104 1.049 2.206
H -2.922 -0.716 2.272
H -4.796 1.153 -0.736
H -3.484 1.351 -1.915
H -3.498 2.323 -0.437
H -4.631 -1.390 -0.475
H -3.195 -2.324 0.002
H -3.298 -1.665 -1.628
Cl 2.197 -3.092 -0.385
Ge 0.149 -2.381 0.086
Cl -0.056 -3.067 2.144
Cl -1.058 -3.941 -0.937
*
```

For the HOMO energy (alpha / beta), the calculation gives -0.38920 / -0.39255 Eh. For the LUMO energy (alpha / beta), the calculation gives -3.5 / -3.0 eV.


C16H20N4O6S | ωB97M-V/def2-TZVPD

The geometry in ORCA input format:
```
! RIJCOSX wB97M-V def2-TZVPD def2/J DEFGRID3
* xyz 0 1
C 1.907 3.918 0.907
O 1.564 3.348 2.156
C 0.767 2.265 2.174
C 0.076 1.765 1.068
C -0.677 0.611 1.187
C -0.766 -0.026 2.408
S -1.604 -1.585 2.545
O -0.695 -2.618 2.098
O -2.166 -1.732 3.854
N -2.811 -1.453 1.384
C -3.184 -2.633 0.611
C -2.448 -2.626 -0.738
O -3.017 -2.523 -1.802
N -1.118 -2.760 -0.595
C -0.216 -2.705 -1.723
C 0.239 -1.292 -2.006
C -0.349 -0.579 -2.989
C 0.053 0.771 -3.294
O -0.412 1.478 -4.160
N 1.095 1.241 -2.480
C 1.601 2.572 -2.766
C 1.678 0.552 -1.450
O 2.549 1.048 -0.761
N 1.225 -0.741 -1.231
C 1.859 -1.478 -0.155
C -0.122 0.479 3.526
C 0.640 1.620 3.412
H 2.329 3.162 0.240
H 1.043 4.399 0.438
H 2.659 4.673 1.129
H 0.124 2.268 0.117
H -1.209 0.209 0.338
H -3.599 -0.973 1.788
H -2.924 -3.546 1.157
H -4.256 -2.624 0.413
H -0.749 -2.818 0.351
H 0.632 -3.365 -1.534
H -0.769 -3.062 -2.596
H -1.145 -0.998 -3.580
H 2.646 2.626 -2.472
H 1.029 3.327 -2.223
H 1.487 2.752 -3.834
H 2.574 -0.804 0.316
H 2.396 -2.343 -0.545
H 1.132 -1.798 0.591
H -0.228 -0.039 4.465
H 1.162 2.033 4.259
*
```

For the HOMO energy, the calculation gives -0.33553 Eh. As for the structure (SMILES): COc1ccc(S(=O)(=O)NCC(=O)NCc2cc(=O)n(C)c(=O)n2C)cc1. For the LUMO energy, the calculation gives 0.5 eV.


C17H14ClHfNO3S | ωB97M-V/def2-TZVPD

The geometry in ORCA input format:
```
! RIJCOSX wB97M-V def2-TZVPD def2/J DEFGRID3
* xyz 0 1
C -2.533 -1.672 -1.681
C -1.700 -1.920 -2.836
C -1.037 -0.706 -3.181
H -1.694 -2.838 -3.450
C -1.382 0.292 -2.211
C -2.345 -0.269 -1.292
H -2.927 0.281 -0.557
H -3.278 -2.340 -1.283
H -0.474 -0.526 -4.080
H -1.091 1.348 -2.250
Hf -0.622 -1.566 -0.662
Cl 0.082 -3.741 -0.695
C 2.333 -0.275 -1.403
C 2.198 1.006 -2.045
C 2.145 0.781 -3.448
H 2.160 1.973 -1.545
C 2.161 -0.629 -3.673
C 2.251 -1.288 -2.408
H 2.235 -2.359 -2.197
H 2.513 -0.480 -0.330
H 2.169 1.550 -4.210
H 2.059 -1.129 -4.619
O -1.427 -1.489 1.220
C -0.703 -0.447 1.603
N 0.203 0.001 0.694
S 1.030 1.422 1.224
O 2.443 1.119 1.383
O 0.632 2.512 0.411
C 0.189 1.295 2.778
C 0.492 2.086 3.889
C -0.197 1.835 5.084
C -1.160 0.815 5.113
C -1.418 -0.004 4.013
C -0.715 0.251 2.839
H 1.264 2.840 3.808
H 0.007 2.445 5.968
H -1.716 0.655 6.028
H -2.146 -0.830 4.004
*
```

For the HOMO energy, the calculation gives -0.23108 Eh. For the LUMO energy, the calculation gives -1.6 eV.


H2NO3S | ωB97M-V/def2-TZVPD

The geometry in ORCA input format:
```
! RIJCOSX wB97M-V def2-TZVPD def2/J DEFGRID3
* xyz -1 1
N 0.503 0.601 0.778
S -0.053 -0.188 -0.711
O 0.952 -1.159 -0.993
O -1.772 -1.232 -0.191
O -0.126 0.913 -1.670
H -0.212 1.134 1.301
H 0.708 -0.071 1.487
*
```

For the HOMO energy, the calculation gives -0.16018 Eh. As for the structure (SMILES): NS(=O)(=O)[O-]. For the LUMO energy, the calculation gives 4.0 eV.


C6H3N2P | ωB97M-V/def2-TZVPD

The geometry in ORCA input format:
```
! RIJCOSX wB97M-V def2-TZVPD def2/J DEFGRID3
* xyz 0 1
C -2.755 -0.701 -0.002
C 1.883 -0.725 0.447
C -0.261 -0.627 -0.687
C 0.908 1.448 0.021
C -1.540 -0.743 -0.535
C 0.643 0.005 0.388
N -3.842 -0.698 0.419
N 2.883 -1.280 0.434
P -0.240 2.646 0.035
H 0.260 -0.934 -1.586
H 1.927 1.657 -0.294
H 0.134 -0.048 1.360
*
```

For the HOMO energy (alpha / beta), the calculation gives -0.35066 / -0.33782 Eh. For the LUMO energy (alpha / beta), the calculation gives -1.7 / -1.9 eV.


C31H44Cl51FNOS | ωB97M-V/def2-TZVPD

The geometry in ORCA input format:
```
! RIJCOSX wB97M-V def2-TZVPD def2/J DEFGRID3
* xyz 1 1
C -1.796 -0.659 -1.106
C -1.217 -1.425 -2.364
C 0.124 -0.846 -2.946
C 0.072 0.652 -3.419
N 0.006 1.659 -2.338
C 0.782 1.854 -1.315
S 2.254 0.882 -0.870
C 0.435 3.051 -0.326
C 1.645 3.903 0.157
F -0.400 2.574 0.705
C -0.616 3.824 -1.233
C -1.032 2.744 -2.296
C -2.551 2.369 -2.519
C -3.478 2.553 -1.263
C -4.995 2.437 -1.709
C -5.539 0.959 -1.810
O -5.950 0.629 -3.148
C -4.898 0.027 -3.899
H -2.083 -1.435 -0.348
H -1.069 0.011 -0.594
H -2.744 -0.166 -1.409
H -2.001 -1.578 -3.156
H -0.974 -2.463 -2.008
H 0.933 -1.078 -2.217
H 0.356 -1.448 -3.867
H 0.956 0.895 -4.057
H -0.846 0.812 -4.042
H 3.202 1.003 -1.861
H 2.245 4.182 -0.741
H 1.326 4.826 0.702
H 2.256 3.248 0.831
H -1.410 4.383 -0.698
H -0.121 4.631 -1.841
H -0.796 3.280 -3.262
H -2.937 3.077 -3.303
H -2.675 1.350 -2.967
H -3.215 1.812 -0.464
H -3.376 3.562 -0.782
H -5.089 2.923 -2.708
H -5.589 2.995 -0.939
H -6.487 0.927 -1.203
H -4.868 0.182 -1.369
H -4.536 0.782 -4.656
H -4.031 -0.321 -3.286
H -5.275 -0.854 -4.485
C -3.280 -4.310 0.395
Cl -1.531 -4.428 0.142
Cl -4.031 -3.373 -0.906
Cl -3.999 -5.916 0.506
H -3.454 -3.791 1.332
C -1.954 -8.973 2.588
Cl -1.548 -7.433 1.822
Cl -3.672 -9.334 2.388
Cl -0.962 -10.276 1.922
H -1.743 -8.893 3.649
C 6.183 0.049 -0.566
Cl 6.132 1.287 -1.828
Cl 4.706 -0.926 -0.607
Cl 7.606 -0.977 -0.752
H 6.240 0.544 0.399
C 0.031 6.142 3.493
Cl 1.246 7.262 2.862
Cl -1.146 5.734 2.236
Cl 0.795 4.680 4.127
H -0.495 6.632 4.305
C -9.388 1.254 -0.630
Cl -8.271 2.612 -0.423
Cl -9.075 0.004 0.580
Cl -11.062 1.808 -0.532
H -9.226 0.825 -1.614
C 7.239 5.012 -1.199
Cl 8.338 3.986 -0.271
Cl 5.555 4.672 -0.767
Cl 7.611 6.719 -0.939
H 7.373 4.791 -2.252
C 8.953 -3.535 -3.238
Cl 8.674 -5.262 -3.473
Cl 9.566 -3.229 -1.607
Cl 10.066 -2.904 -4.455
H 8.004 -3.021 -3.344
C 13.746 -3.373 -6.570
Cl 14.870 -2.820 -7.816
Cl 13.049 -1.996 -5.705
Cl 12.471 -4.371 -7.279
H 14.297 -3.978 -5.858
C 10.113 -3.187 2.247
Cl 11.655 -3.639 2.981
Cl 8.811 -4.222 2.846
Cl 9.748 -1.486 2.561
H 10.193 -3.327 1.175
C -9.815 4.202 3.061
Cl -8.699 5.558 3.267
Cl -9.503 2.952 4.271
Cl -11.490 4.756 3.158
H -9.654 3.772 2.076
C 4.970 6.444 3.291
Cl 4.744 4.706 3.051
Cl 5.496 6.780 4.943
Cl 6.131 7.079 2.121
H 4.018 6.938 3.129
C 5.255 -4.444 -0.599
Cl 6.059 -5.871 0.061
Cl 5.835 -4.103 -2.235
Cl 3.499 -4.655 -0.592
H 5.499 -3.594 0.031
C -13.417 7.822 5.078
Cl -13.475 6.991 6.637
Cl -14.470 7.020 3.905
Cl -13.869 9.521 5.261
H -12.399 7.778 4.707
C 3.769 -0.200 3.327
Cl 4.170 1.322 2.515
Cl 2.042 -0.544 3.171
Cl 4.724 -1.529 2.666
H 4.003 -0.098 4.382
C 5.360 -4.335 6.003
Cl 6.536 -3.774 4.809
Cl 4.618 -2.963 6.838
Cl 4.123 -5.337 5.234
H 5.881 -4.940 6.737
C -14.858 0.215 0.256
Cl -16.619 0.208 0.401
Cl -14.151 1.453 1.302
Cl -14.195 -1.378 0.642
H -14.602 0.450 -0.771
C 2.316 -11.148 0.520
Cl 3.592 -9.924 0.561
Cl 1.944 -11.606 -1.146
Cl 2.781 -12.566 1.467
H 1.423 -10.722 0.963
*
```

For the HOMO energy, the calculation gives -0.43960 Eh. For the LUMO energy, the calculation gives -4.1 eV.


C5H10O2 | ωB97M-V/def2-TZVPD

The geometry in ORCA input format:
```
! RIJCOSX wB97M-V def2-TZVPD def2/J DEFGRID3
* xyz 0 1
C -0.179 -0.466 -0.627
C 0.018 0.626 0.000
C -0.812 -1.624 -0.024
C 0.325 -0.589 -2.062
C 0.650 1.804 0.351
O -0.128 1.134 2.964
O -1.135 0.586 2.133
H -0.945 -1.406 1.004
H -0.225 -2.634 -0.161
H -1.884 -1.837 -0.430
H 0.583 0.314 -2.629
H -0.296 -1.065 -2.842
H 1.153 -1.213 -2.209
H 1.653 1.871 -0.125
H 0.015 2.620 -0.039
H 0.927 1.618 1.421
H 0.279 0.263 3.275
*
```

For the HOMO energy (alpha / beta), the calculation gives -0.32656 / -0.28813 Eh. For the LUMO energy (alpha / beta), the calculation gives 0.2 / -0.2 eV.